1.
A molecular structure, C22H27Cl2N6O3PtS, computed with the ωB97M-V functional and the def2-TZVPD basis.

```
62
Properties=species:S:1:pos:R:3:forces:R:3
Pt 1.3684 -0.1084 0.4371 -1.1 0.0 0.7
C -0.5263 -5.1793 0.9644 0.0 0.0 0.0
N 0.2114 -4.0611 0.3989 0.0 0.0 0.0
C 0.7270 -3.9930 -0.8729 0.0 0.0 0.0
C 1.2787 -2.7578 -0.9996 0.0 -0.1 0.0
N 1.1007 -2.0855 0.1827 0.3 0.1 -0.2
C 0.4468 -2.8873 1.0012 0.0 -0.1 0.1
H -0.2360 -6.0893 0.4466 0.0 0.0 0.0
H -1.5975 -5.0269 0.8458 0.0 0.0 0.0
H -0.2831 -5.2847 2.0187 0.0 0.0 0.0
H 0.6585 -4.8196 -1.5572 0.0 0.0 0.0
H 1.7970 -2.3090 -1.8276 0.0 0.0 0.0
H 0.1435 -2.6461 2.0060 0.0 0.0 0.0
C 2.7546 -0.4113 4.5376 0.0 0.0 0.0
C 2.7922 -0.1828 3.0601 -0.1 0.0 0.0
N 3.8558 0.3709 2.5112 0.0 0.0 -0.1
O 1.7763 -0.5172 2.4007 0.0 -0.1 0.0
H 3.7042 -0.1889 5.0178 0.0 0.0 0.0
H 2.4806 -1.4472 4.7280 0.0 0.0 0.0
H 1.9762 0.2227 4.9613 0.0 0.0 0.0
H 4.6571 0.5897 3.0778 0.0 0.0 0.0
H 3.9121 0.4812 1.4939 0.0 -0.1 0.1
C 3.5044 1.8177 -4.2552 0.0 0.0 0.0
N 3.8429 0.8582 -3.2226 -0.1 0.0 0.0
C 3.7664 1.0935 -1.9082 0.0 0.1 -0.1
N 3.4843 2.3496 -1.5245 -0.1 0.0 0.0
S 4.0074 -0.1480 -0.7964 0.5 -0.1 0.0
H 3.5895 1.3314 -5.2222 0.0 0.0 0.0
H 4.1890 2.6683 -4.2477 0.0 0.0 0.0
H 2.4760 2.1718 -4.1449 0.0 0.0 0.0
H 4.0250 -0.0981 -3.4741 0.0 0.0 0.0
H 3.2999 3.0874 -2.1818 0.0 0.0 0.0
H 3.3379 2.5299 -0.5471 0.0 0.0 0.0
Cl -2.3118 2.3547 3.2272 0.0 0.0 0.0
C -2.7654 0.7760 2.6651 0.0 0.0 0.0
C -3.2208 -0.1508 3.5834 0.0 0.0 0.0
C -3.5956 -1.4125 3.1519 0.0 0.0 0.0
C -3.4636 -1.7427 1.8140 0.0 0.0 0.0
C -2.9595 -0.8212 0.9106 0.0 0.0 0.0
Cl -2.6898 -1.3461 -0.7200 0.2 -0.1 0.0
C -2.6418 0.4888 1.2970 -0.1 0.0 0.0
N -2.1693 1.4522 0.4215 0.2 -0.1 0.0
C -2.6880 1.7268 -0.8551 0.0 0.1 -0.1
C -3.9940 1.3869 -1.1913 0.0 0.1 0.0
C -4.4768 1.6392 -2.4635 0.0 0.0 0.0
C -3.6684 2.2494 -3.4090 0.0 0.0 0.0
C -2.3742 2.6074 -3.0668 0.0 0.0 0.0
C -1.8663 2.3542 -1.7997 0.0 0.0 0.0
C -0.4592 2.7957 -1.4531 0.0 0.0 0.1
C 0.3532 1.7437 -0.7595 0.1 -0.1 -0.1
O 0.5906 0.6136 -1.3019 -0.2 0.1 0.0
O 0.8411 1.9285 0.4027 0.4 0.0 -0.2
H -3.3020 0.1335 4.6230 0.0 0.0 0.0
H -3.9909 -2.1324 3.8551 0.0 0.0 0.0
H -3.7453 -2.7222 1.4527 0.0 0.0 0.0
H -1.6210 2.1768 0.8579 -0.1 0.1 0.0
H -4.6283 0.9191 -0.4487 0.0 0.0 0.0
H -5.4936 1.3651 -2.7118 0.0 0.0 0.0
H -4.0422 2.4496 -4.4037 0.0 0.0 0.0
H -1.7405 3.0926 -3.7999 0.0 0.0 0.0
H -0.4518 3.6783 -0.8082 0.0 0.0 0.0
H 0.0544 3.0651 -2.3777 0.0 0.0 0.0
```
Forces are in eV/Å.

As for the HOMO energy: -10.03 eV. The energy above the lowest of the compared OMol25 structures with the same formula, charge and spin is 126.0 kJ/mol. For the total energy, the calculation gives -77459.736 eV. The value obtained for the frontier orbital gap is 8.136 eV. Its total charge is +1.

Charges obtained by Mulliken population analysis, quoted in units of e: Pt 0.870; C -0.839; N 0.183; C -0.417; C -0.431; N -0.349; C -0.197; H 0.322; H 0.295; H 0.346; H 0.444; H 0.421; H 0.499; C -1.171; C 1.051; N -0.268; O -0.827; H 0.407; H 0.285; H 0.285; H 0.242; H -0.078; C -1.045; N -0.134; C 0.610; N -0.333; S -0.497; H 0.348; H 0.356; H 0.299; H 0.242; H 0.196; H 0.235; Cl -0.241; C 0.602; C -0.589; C -0.571; C -0.835; C 1.317; Cl -0.112; C -1.185; N 0.125; C 0.297; C -0.207; C -0.687; C -0.823; C -0.855; C 0.837; C -1.451; C 1.258; O -0.716; O -0.703; H 0.463; H 0.431; H 0.485; H 0.325; H 0.502; H 0.416; H 0.400; H 0.350; H 0.456; H 0.363

=====

2.
A single C2H7PS3 molecule, computed with the ωB97M-V functional and the def2-TZVPD basis.

```
13
Properties=species:S:1:pos:R:3:forces:R:3
C 2.0345 -0.9666 -0.1781 2.6 1.5 2.3
C 0.9495 -0.7136 0.8820 -2.1 1.5 -4.4
P -1.5981 0.2045 -0.5502 0.6 -1.8 1.4
S -2.0491 1.8662 -1.6134 -0.6 1.6 -0.9
S -3.2742 0.1367 0.8274 0.0 0.1 -0.5
S -0.0048 0.9672 0.6236 0.7 -0.8 -0.1
H 1.8056 -1.5605 -0.9925 -1.0 -1.1 -1.6
H 2.4820 -0.0045 -0.5432 -0.9 -0.6 0.2
H 2.9986 -1.4195 0.2497 -1.6 0.2 -0.1
H 1.2502 -0.5781 1.8150 1.9 0.4 4.0
H 0.0474 -1.2968 0.9467 0.3 -1.2 -0.4
H -0.7532 2.1411 -1.8076 0.0 0.1 -0.1
H -3.8884 1.2241 0.3407 0.0 0.1 0.2
```
Forces are in eV/Å.

As for the HOMO energy: -8.49 eV. The energy above the lowest of the compared OMol25 structures with the same formula, charge and spin is 72.0 kJ/mol. For the total energy, the calculation gives -43981.973 eV. The value obtained for the frontier orbital gap is 9.061 eV. Its total charge is 0.

Charges obtained by Mulliken population analysis, quoted in units of e: C -0.951; C -0.654; P 0.263; S -0.284; S -0.260; S -0.138; H 0.329; H 0.269; H 0.299; H 0.428; H 0.410; H 0.151; H 0.138

=====

3.
9 unconnected molecules or ions with the total composition C69H69BrF8IN3O3P, computed with the ωB97M-V functional and the def2-TZVPD basis.

```
155
Properties=species:S:1:pos:R:3:forces:R:3
C -2.4399 -2.5203 -1.7856 2.6 9.4 -0.7
C -1.9830 -1.1692 -1.8517 -4.5 -6.7 0.0
C -2.1007 0.4856 -2.0588 0.8 1.1 -1.6
C -1.5789 1.2079 -3.4543 -1.4 2.1 2.8
C -0.9148 0.4292 -4.7349 -0.2 1.0 -0.1
C -1.7202 -0.9094 -5.2314 1.1 -1.0 -0.4
C -0.5936 -2.1421 -5.2413 0.3 -1.3 -0.2
C -1.2499 -3.5985 -4.7820 0.3 0.6 0.9
C 0.1134 -2.3424 -6.7187 0.8 -0.1 -0.4
C 1.6637 -1.7285 -6.7840 -0.6 0.0 -2.5
C 1.6780 -0.1031 -7.0467 3.0 0.0 -0.2
C 3.0009 0.5447 -7.2578 -2.0 -1.0 0.7
C 4.0516 -0.0089 -8.4248 -0.1 -0.2 1.3
C 3.4883 1.8211 -6.2937 0.0 -0.4 -1.5
C -1.7289 2.8736 -3.4873 -1.0 -1.9 2.9
N -1.2768 3.5906 -4.7393 -1.1 1.1 2.0
C -2.4200 4.1934 -5.5237 -6.2 2.1 0.0
C -2.1827 4.6380 -7.1187 0.2 -1.1 1.3
O -3.6767 4.3794 -5.0697 8.2 -1.9 -2.0
C -0.1483 4.5656 -4.4902 0.5 6.4 -0.7
C 1.3002 4.0951 -3.8202 -1.1 -0.2 -0.2
O -0.3182 5.8709 -4.7894 0.7 -8.3 1.4
C -2.3427 3.6893 -2.2044 0.2 -4.2 0.3
I -2.6108 5.8704 -2.0889 0.4 -2.3 -0.3
C -2.8100 2.8157 -0.8957 1.5 -0.7 -3.1
Br -3.5280 3.8245 0.7130 1.0 -1.7 -2.3
N -2.6727 1.3095 -0.8862 1.5 0.5 -3.8
P -3.1929 0.4538 0.6215 -1.4 -0.5 3.0
N -1.8058 -0.4853 1.3204 -2.0 0.1 -0.3
O -4.4852 -0.6611 0.2023 1.6 1.3 1.4
H -2.8341 -3.6462 -1.8143 1.4 3.1 0.2
H -0.8707 1.1576 -5.6796 -0.2 -1.2 2.5
H 0.2256 0.2336 -4.4546 -2.5 0.2 -0.5
H -2.1038 -0.7922 -6.3559 0.8 0.0 2.6
H -2.6477 -1.2049 -4.5821 1.9 0.8 -1.0
H 0.2900 -1.9461 -4.4710 -2.0 -0.1 -1.6
H -0.8922 -4.4978 -5.4448 -1.0 1.9 1.1
H -2.4113 -3.4485 -4.7599 2.1 -0.8 -0.1
H -0.8693 -3.8436 -3.6774 -1.0 0.5 -2.4
H 0.2353 -3.4909 -7.0206 -0.5 2.5 1.0
H -0.5535 -1.8715 -7.5832 1.5 -0.8 1.8
H 2.3262 -2.0700 -5.8686 -1.6 1.0 -1.7
H 2.1702 -2.2235 -7.7441 -1.0 0.9 2.1
H 0.6431 0.4422 -7.0897 2.3 -0.7 1.1
H 3.6944 0.4935 -9.4302 0.9 -0.9 2.1
H 4.0123 -1.1754 -8.5557 0.0 2.3 0.2
H 5.1636 0.2679 -8.1549 -2.4 -0.4 -0.7
H 4.6521 1.9728 -6.4582 -2.5 -0.1 0.2
H 3.3554 1.5768 -5.1492 0.0 0.4 -2.5
H 2.8824 2.7658 -6.6371 1.3 -1.5 1.0
H -1.0421 4.5793 -7.3737 -2.3 0.4 0.4
H -2.6599 5.7049 -7.2378 1.1 -2.3 0.2
H -2.7641 3.8053 -7.7462 1.2 2.0 1.4
H 1.7120 3.1820 -4.4367 -0.8 1.8 1.3
H 2.0719 4.9973 -3.8322 -2.2 -2.1 -0.2
H 1.0803 3.7692 -2.6993 0.5 0.6 -2.4
H -2.1511 -1.4703 1.4808 0.7 1.2 -0.3
H -1.6473 -0.0338 2.2710 -0.4 -0.7 -1.6
H -5.1179 -0.6143 0.9991 1.4 0.1 -1.7
F 7.2042 -0.4869 -8.8010 -0.1 -0.2 -0.2
C 8.1491 0.2374 -8.1869 0.9 0.6 0.6
C 9.1660 -0.4108 -7.4944 0.0 -0.1 0.0
C 10.1529 0.3429 -6.8592 -0.3 0.3 -0.2
C 10.1058 1.7380 -6.9145 0.0 -0.1 0.0
C 9.0782 2.3794 -7.6078 0.1 -0.4 0.1
C 8.0978 1.6253 -8.2522 -0.1 -0.1 0.0
H 9.1816 -1.4951 -7.4553 0.0 0.1 0.0
H 10.9565 -0.1545 -6.3218 -0.2 0.1 -0.1
H 10.8733 2.3255 -6.4151 -0.2 -0.1 -0.1
H 9.0413 3.4655 -7.6460 0.0 -0.2 0.0
H 7.2970 2.1074 -8.8031 0.1 -0.1 0.0
F 3.9787 4.7404 -2.8080 0.1 -0.4 -0.2
C 4.0396 5.7809 -1.9665 0.1 1.1 0.9
C 4.6845 5.6348 -0.7432 0.0 -0.1 0.0
C 4.7526 6.7195 0.1311 -0.2 0.2 -0.4
C 4.1648 7.9363 -0.2234 0.0 -0.1 -0.1
C 3.5153 8.0715 -1.4514 0.2 -0.3 0.2
C 3.4572 6.9900 -2.3300 0.0 -0.1 -0.1
H 5.1280 4.6797 -0.4814 0.0 0.1 -0.1
H 5.2613 6.6178 1.0865 0.0 -0.1 -0.3
H 4.2142 8.7807 0.4607 0.0 -0.1 -0.1
H 3.0550 9.0183 -1.7234 0.1 -0.2 0.0
H 2.9641 7.0802 -3.2923 0.0 0.0 0.1
F -2.8682 -0.9348 4.7902 -0.4 0.3 -0.4
C -1.8301 -1.5241 5.3982 1.2 -0.7 0.7
C -0.8400 -2.1275 4.6306 -0.1 0.1 0.0
C 0.2437 -2.7366 5.2631 -0.1 0.1 0.4
C 0.3196 -2.7451 6.6581 0.0 0.0 -0.1
C -0.6817 -2.1412 7.4200 0.0 0.0 -0.4
C -1.7594 -1.5225 6.7869 -0.1 0.0 0.0
H -0.9201 -2.1183 3.5485 0.1 0.0 0.1
H 1.0270 -3.2043 4.6717 -0.2 0.1 0.1
H 1.1628 -3.2243 7.1511 -0.2 0.1 -0.1
H -0.6226 -2.1527 8.5056 0.0 0.0 -0.2
H -2.5420 -1.0406 7.3634 0.0 -0.1 -0.1
F -8.1070 -2.0492 8.5339 0.0 0.0 0.1
C -7.6700 -1.6046 7.3482 0.3 0.4 -0.9
C -6.4581 -2.0681 6.8480 0.0 0.0 0.1
C -6.0052 -1.6093 5.6111 -0.4 0.2 0.1
C -6.7648 -0.6828 4.8925 0.0 -0.1 0.1
C -7.9774 -0.2197 5.4054 0.3 -0.3 0.1
C -8.4354 -0.6872 6.6370 -0.1 0.0 0.1
H -5.8777 -2.7813 7.4241 -0.2 0.3 -0.2
H -5.0628 -1.9714 5.2077 -0.2 0.0 0.1
H -6.4090 -0.3218 3.9299 -0.1 0.0 0.2
H -8.5649 0.5045 4.8462 0.1 -0.1 0.1
H -9.3800 -0.3446 7.0463 0.1 0.0 0.0
F -4.8873 -4.3218 8.1251 0.4 0.2 0.1
C -5.3579 -5.5749 8.1791 -0.5 -1.4 0.1
C -6.2178 -6.0263 7.1839 0.1 0.1 0.0
C -6.7039 -7.3326 7.2369 0.3 0.0 0.4
C -6.3330 -8.1703 8.2917 0.0 0.1 -0.1
C -5.4733 -7.7063 9.2885 -0.2 0.2 -0.4
C -4.9786 -6.4037 9.2291 0.0 0.1 0.0
H -6.5015 -5.3587 6.3769 0.1 0.0 0.1
H -7.3706 -7.6976 6.4596 0.1 0.1 0.1
H -6.7159 -9.1876 8.3350 0.1 0.2 0.0
H -5.1893 -8.3588 10.1106 0.0 0.2 -0.2
H -4.3024 -6.0296 9.9907 -0.1 0.0 -0.1
F 1.6458 -3.1905 2.1975 -0.2 -0.3 0.0
C 2.3666 -2.0677 2.0771 0.7 1.1 -0.1
C 3.6608 -2.0278 2.5840 0.0 -0.1 0.0
C 4.4134 -0.8606 2.4542 -0.4 0.1 -0.2
C 3.8588 0.2583 1.8280 0.0 0.0 0.0
C 2.5571 0.2100 1.3270 0.3 -0.3 0.2
C 1.8088 -0.9608 1.4469 -0.1 -0.1 0.0
H 4.0719 -2.9039 3.0747 -0.1 0.1 -0.1
H 5.4290 -0.8217 2.8403 -0.2 0.0 -0.1
H 4.4446 1.1699 1.7310 -0.1 -0.2 0.0
H 2.1261 1.0834 0.8436 0.1 -0.2 0.1
H 0.7987 -1.0187 1.0552 0.1 0.0 0.0
F -5.0636 -7.7146 2.6884 -0.1 -0.1 -0.1
C -4.1187 -6.9903 3.3025 0.7 0.5 0.5
C -3.1019 -7.6385 3.9950 0.0 0.0 0.0
C -2.1149 -6.8848 4.6302 -0.3 0.3 -0.2
C -2.1621 -5.4897 4.5749 0.0 0.0 0.0
C -3.1896 -4.8483 3.8816 0.1 -0.5 0.1
C -4.1700 -5.6023 3.2372 -0.1 0.0 -0.1
H -3.0862 -8.7228 4.0341 0.0 0.1 0.0
H -1.3113 -7.3822 5.1676 -0.2 0.1 -0.1
H -1.3946 -4.9022 5.0742 -0.2 -0.1 -0.1
H -3.2265 -3.7622 3.8434 0.0 -0.2 0.0
H -4.9708 -5.1203 2.6863 0.0 -0.1 0.1
F 5.1065 5.0056 3.0524 0.3 -0.1 -0.2
C 4.0117 5.4300 3.6973 -1.0 0.4 0.6
C 3.5414 4.7131 4.7921 0.1 -0.1 0.0
C 2.4045 5.1575 5.4670 0.1 0.3 -0.4
C 1.7437 6.3092 5.0325 0.0 -0.1 0.0
C 2.2207 7.0191 3.9296 0.1 -0.4 0.2
C 3.3638 6.5806 3.2618 0.1 0.0 0.0
H 4.0629 3.8162 5.1100 0.0 0.1 0.0
H 2.0333 4.6085 6.3288 0.1 0.1 -0.2
H 0.8545 6.6530 5.5566 0.2 -0.1 -0.1
H 1.7023 7.9128 3.5907 0.1 -0.1 0.0
H 3.7534 7.1253 2.4082 -0.1 -0.1 0.2
```
Forces are in eV/Å.

As for the HOMO energy: -9.43 eV. The energy above the lowest of the compared OMol25 structures with the same formula, charge and spin is 752.2 kJ/mol. For the total energy, the calculation gives -192428.642 eV. The value obtained for the frontier orbital gap is 4.458 eV. Its total charge is +1.

These are the Mulliken partial charges, in e, on atoms 1 to 99: C -0.307; C -0.577; C 0.711; C -0.371; C 0.109; C -0.875; C 0.693; C -0.995; C -0.834; C -0.582; C -0.150; C 0.141; C -0.635; C -0.706; C -0.554; N 0.686; C 0.589; C -0.877; O -0.492; C 0.389; C -0.158; O -0.568; C -0.462; I 0.209; C 0.280; Br -0.021; N 0.185; P 0.026; N -0.361; O -0.525; H 0.410; H 0.119; H 0.362; H 0.341; H 0.440; H 0.256; H 0.339; H 0.230; H 0.098; H 0.328; H 0.211; H 0.234; H 0.360; H 0.246; H 0.264; H 0.295; H -0.031; H 0.274; H 0.184; H 0.166; H 0.248; H 0.292; H 0.323; H -0.025; H -0.046; H 0.272; H 0.186; H 0.293; H 0.327; F -0.328; C 0.294; C -0.438; C -0.374; C -0.437; C -0.421; C -0.228; H 0.402; H 0.356; H 0.361; H 0.353; H 0.468; F -0.277; C 0.663; C -0.648; C -0.409; C -0.682; C -0.460; C -0.440; H 0.446; H 0.697; H 0.408; H 0.382; H 0.397; F -0.329; C 0.463; C -0.039; C -0.749; C -0.501; C -0.524; C -0.428; H 0.354; H 0.420; H 0.399; H 0.406; H 0.497; F -0.301; C 0.003; C -0.463; C -0.168